Density functional theory data (wB97M-V/def2-TZVPD) for C32H77B3ClN12O13P as an isolated structure in a non-equilibrium geometry.

Multiplicity = 1
Molecular weight = 936.9 g mol⁻¹
Orbital gap = 0.3211 Ha
LUMO = 0.45 eV

Element x y z (Å)
N1 1.67041 -2.53677 1.19356
C1 2.13072 -1.34834 1.03711
N2 2.23712 -0.47419 2.19488
N3 2.54150 -0.84277 -0.23122
C2 1.82682 0.38068 -0.63370
C3 2.12456 0.69160 -2.10889
C4 3.54280 1.26522 -2.29508
C5 4.59780 0.45229 -3.09002
B1 4.20901 -0.89287 -3.76582
O1 5.08782 -1.99640 -3.68873
B2 4.36982 -3.06986 -3.18783
O2 3.25785 -3.47174 -3.92399
B3 2.47734 -2.36781 -4.24380
P1 0.56220 -2.64712 -4.37167
O3 -0.02996 -1.15257 -4.60758
Cl1 0.09799 -2.96188 -2.37255
O4 3.03764 -1.13546 -4.50290
H1 1.67975 -2.99579 0.28085
H2 1.36713 -0.56211 2.71222
H3 2.92897 -0.90748 2.80144
H4 3.54311 -0.67518 -0.24963
H5 2.05131 1.22825 0.01508
H6 0.74604 0.18653 -0.58614
H7 1.40040 1.45342 -2.38604
H8 1.87505 -0.19870 -2.68773
H9 3.95080 1.45622 -1.29974
H10 3.46637 2.26249 -2.74188
H11 5.01270 1.07969 -3.89566
H12 5.45685 0.25436 -2.43700
H13 4.66224 -3.52246 -2.12829
H14 -0.98999 -1.14438 -4.42054
C6 4.05420 2.39985 2.00522
O5 3.96478 1.93789 0.87551
N4 4.77456 3.48217 2.33485
C7 4.86439 3.97760 3.70073
C8 5.49790 4.18084 1.28828
H15 3.54384 1.93221 2.86128
H16 4.49150 5.00355 3.74351
H17 5.90590 3.95429 4.02015
H18 4.27652 3.35190 4.36850
H19 4.80411 4.53585 0.52443
H20 6.21099 3.50627 0.81133
H21 6.02655 5.02705 1.71842
C9 -2.89106 -1.79482 -2.08760
O6 -2.87826 -1.30825 -3.21559
N5 -3.85198 -1.62741 -1.17337
C10 -3.74301 -2.27130 0.12151
C11 -5.03162 -0.80898 -1.43125
H22 -2.07846 -2.44866 -1.71518
H23 -4.58968 -2.94509 0.26904
H24 -3.74703 -1.51614 0.90643
H25 -2.81829 -2.84324 0.17581
H26 -5.57326 -1.21177 -2.28812
H27 -4.74783 0.22003 -1.65939
H28 -5.66372 -0.82142 -0.54755
C12 2.44467 7.82853 2.95791
O7 3.60346 7.47110 3.07857
N6 1.40140 6.99272 2.81182
C13 0.04083 7.47452 2.67191
C14 1.68393 5.56305 2.80031
H29 2.15306 8.89258 2.95781
H30 -0.58121 7.09055 3.48172
H31 -0.38261 7.14826 1.72331
H32 0.03194 8.56291 2.70717
H33 2.16775 5.29281 3.73948
H34 2.37251 5.33840 1.98370
H35 0.76674 4.99320 2.67483
C15 -5.83026 -1.29273 2.81258
O8 -5.82676 -0.49552 1.89100
N7 -6.92189 -1.91643 3.28635
C16 -6.85648 -2.85967 4.38652
C17 -8.20697 -1.63230 2.66923
H36 -4.90600 -1.57508 3.34498
H37 -7.21402 -3.83939 4.06558
H38 -7.47361 -2.51234 5.21722
H39 -5.82901 -2.95770 4.72998
H40 -8.17968 -1.88946 1.61000
H41 -8.43707 -0.57000 2.75435
H42 -8.98138 -2.21318 3.16315
C18 -3.92975 4.82512 -0.22879
O9 -3.03379 4.93426 0.59195
N8 -3.91318 3.97059 -1.25896
C19 -4.99477 3.88726 -2.21859
C20 -2.76024 3.10044 -1.41127
H43 -4.84315 5.44470 -0.19126
H44 -5.42325 2.88325 -2.21751
H45 -4.62388 4.10991 -3.22117
H46 -5.77508 4.60215 -1.96283
H47 -2.65726 2.47412 -0.52319
H48 -1.85917 3.69977 -1.52505
H49 -2.88375 2.47235 -2.28992
C21 -1.49812 -7.99215 -2.56385
O10 -2.23003 -7.36773 -1.81371
N9 -0.21380 -7.67299 -2.79304
C22 0.62657 -8.41989 -3.70545
C23 0.33141 -6.52386 -2.08550
H50 -1.84044 -8.87576 -3.12771
H51 1.48753 -8.83128 -3.17476
H52 0.98355 -7.76917 -4.50578
H53 0.06082 -9.23916 -4.14492
H54 0.25973 -6.69180 -1.00986
H55 -0.24629 -5.63586 -2.32946
H56 1.37128 -6.37202 -2.36383
C24 -5.73281 -7.84812 1.94667
O11 -6.43995 -7.16869 2.67000
N10 -4.43614 -7.60184 1.69402
C25 -3.63133 -8.43860 0.81730
C26 -3.81781 -6.44879 2.32215
H57 -6.11196 -8.74283 1.42439
H58 -2.79059 -8.85410 1.37897
H59 -3.24842 -7.84699 -0.01207
H60 -4.23207 -9.25614 0.42313
H61 -3.87661 -6.53505 3.40804
H62 -4.33789 -5.53633 2.02678
H63 -2.77637 -6.38692 2.01672
C27 7.33583 0.38765 4.30921
O12 6.95178 1.53900 4.39669
N11 7.28623 -0.35412 3.18880
C28 7.75988 -1.72251 3.14736
C29 6.73619 0.24644 1.98393
H64 7.76954 -0.15400 5.16718
H65 8.56492 -1.82188 2.41649
H66 6.94656 -2.39571 2.86852
H67 8.13668 -2.01486 4.12540
H68 7.31869 1.12844 1.71396
H69 5.71102 0.55890 2.16552
H70 6.76212 -0.47253 1.16887
C30 -0.48229 5.57880 -4.03122
O13 -0.95539 4.48364 -3.79042
N12 -0.86043 6.72292 -3.42888
C31 -0.26078 8.00079 -3.75499
C32 -1.90367 6.66494 -2.41765
H71 0.31684 5.72521 -4.77691
H72 0.20873 8.43538 -2.86990
H73 -1.02066 8.69184 -4.12583
H74 0.49745 7.86858 -4.52409
H75 -1.60238 6.01238 -1.59652
H76 -2.82234 6.26372 -2.84944
H77 -2.09007 7.66503 -2.03291

---

Density functional theory data (wB97M-V/def2-TZVPD) for an isolated molecule of C5H6O.

Energy above the lowest of the compared OMol25 structures with the same formula, charge and spin = 6.700 eV
Multiplicity = 1
Molecular weight = 82.1 g mol⁻¹
Orbital gap (spin up / spin down) = 0.3400 / 0.3400 Ha
LUMO (spin up / spin down) = -0.51 / -0.51 eV

Element x y z (Å)
C1 0.63077 -0.89180 0.21025
C2 -1.03763 -0.40644 -0.22596
C3 -1.94141 -0.13340 0.72104
O1 0.99119 -1.88756 -0.35280
H1 0.71332 -0.61338 1.26075
H2 -1.31870 -0.83869 -1.18183
H3 -3.00605 -0.26747 0.56391
H4 -1.64266 0.24002 1.69636
C4 1.38596 0.73099 -0.40618
C5 2.25786 1.48992 -0.77774
H5 3.01754 2.16130 -1.10284
H6 -0.05021 0.41650 -0.40497

---

Density functional theory data (wB97M-V/def2-TZVPD) for C2H6FO2Sn as an isolated structure in a non-equilibrium geometry.

Total charge = +1
Energy above the lowest of the compared OMol25 structures with the same formula, charge and spin = 1.261 eV
Multiplicity = 1
Molecular weight = 199.8 g mol⁻¹
Orbital gap = 0.3340 Ha
LUMO = -5.23 eV

Element x y z (Å)
F1 0.28161 -0.21748 2.29235
Sn1 1.06851 -1.50648 1.40063
O1 -0.48733 -2.04036 0.39804
H1 -0.50829 -2.53710 -0.42444
C1 0.73759 1.39917 -0.74317
O2 0.45011 0.07311 -0.29864
C2 -0.84100 -0.26641 0.01993
H2 0.90754 2.03761 0.13373
H3 1.64022 1.32739 -1.35447
H4 -0.10102 1.78068 -1.33845
H5 -1.45192 0.15222 -0.78933
H6 -1.69602 -0.20234 0.70382